A structure of composition C48H54BaFN5O5S3Si2 at a distorted geometry, computed with ωB97M-V/def2-TZVPD.

XYZ file:
```
119
Properties=species:S:1:pos:R:3:forces:R:3
H -1.912 -6.109 -1.199 -0.0403 -0.1182 -0.1157
C 0.744 4.586 2.165 0.1613 0.0008 -0.0887
N -0.767 -1.304 2.440 -0.3449 1.0402 0.9167
C 2.689 -6.440 -3.739 -0.0162 -0.0940 -0.0576
O -0.834 -0.308 -4.813 0.1631 0.0450 -0.6476
C -0.142 -3.410 3.161 0.2342 0.1448 0.3086
H -7.655 3.259 -2.818 0.0092 0.0047 -0.0135
C 2.093 -4.468 -2.414 -0.3504 -0.0538 0.0406
S 1.508 -3.176 3.533 -0.2876 -0.3695 -0.1104
C -4.698 1.712 -2.369 -0.3512 0.2107 0.0522
H 4.709 -4.407 -0.891 0.0809 -0.1119 -0.1449
H 3.452 -7.036 -4.230 0.0445 -0.0280 -0.0283
H 5.267 -1.743 4.588 0.0638 -0.0792 -0.0598
H -2.706 1.166 -4.982 -0.0271 -0.0186 -0.0248
C 2.535 0.266 4.456 0.2553 -0.0100 0.3476
Si 2.706 -2.855 -1.488 0.4020 -0.1850 -0.1119
C 3.876 -2.098 -2.861 -0.1649 -0.0705 0.0758
H -0.625 -6.365 -3.176 -0.1430 -0.0463 -0.0140
H 4.602 -2.796 -3.288 0.1118 -0.1400 -0.0184
H -4.654 4.405 -5.704 -0.0339 0.0209 -0.0476
C 4.129 1.933 1.603 -0.1342 0.0858 -0.1232
H 5.730 -1.140 2.048 0.1011 -0.0043 0.0107
H -2.152 4.060 0.039 -0.0226 0.0646 -0.0236
H -2.387 -4.885 -0.016 -0.1127 0.0394 0.0688
O 1.957 1.454 -0.531 -0.1048 0.4779 -0.1416
S 3.430 -1.219 2.373 -1.0182 -0.3338 -0.3267
H 4.073 -4.990 -3.044 0.1597 0.0291 -0.0078
C 2.053 6.244 0.990 -0.0012 -0.2139 -0.0724
C -5.853 2.450 -2.007 0.3348 -0.2210 -0.2929
H -2.716 -0.316 4.602 -0.0363 -0.0142 -0.0262
H -2.237 -4.755 -3.499 -0.0242 -0.1555 -0.0160
C -1.198 -0.213 3.052 0.2346 -0.5912 -0.8388
H 5.323 1.071 3.178 -0.0078 -0.0250 -0.1006
N -0.667 -4.688 3.148 0.1390 -0.1198 -0.1202
C -1.193 2.152 0.264 -0.2913 0.0831 0.0606
H 1.790 1.432 6.090 -0.0222 0.0227 0.0449
H 1.755 0.521 3.755 -0.1283 0.0372 -0.0930
C -5.587 1.648 0.246 -0.0238 0.0457 -0.0997
C -1.631 -0.221 4.480 -0.1102 -0.0496 0.2463
H -6.812 1.619 -4.453 -0.0069 0.0077 -0.0099
C -6.278 2.401 -0.703 -0.0664 -0.0159 0.4150
H 3.170 1.427 1.715 -0.0349 0.0929 0.0072
H 3.276 -1.700 -3.680 -0.0760 0.0870 -0.1080
H -1.175 -1.072 4.981 0.0311 -0.0312 -0.0024
C 2.554 5.252 0.156 -0.0759 0.1289 0.2622
C -2.298 0.361 -3.098 -0.2737 0.2335 0.0352
C -6.590 3.235 -3.059 -0.0624 0.0863 0.1483
Si -0.708 -3.848 -1.609 -0.1454 -0.3605 -0.0811
H -1.320 0.698 4.987 0.0043 -0.0207 0.0010
S 2.797 2.665 -0.742 -0.5662 -0.3382 -0.0737
C -1.544 -5.282 -0.585 0.1491 0.0662 0.0126
H 4.814 -2.853 -0.076 0.0988 0.1233 0.0600
H 0.919 2.562 1.422 0.1707 -0.0799 0.0743
H 4.432 -1.262 -2.428 0.0667 0.1069 0.0543
H 4.670 1.441 -0.452 0.1166 -0.0036 0.0659
C 2.161 3.937 0.359 0.0411 -0.1258 -0.1543
C 2.565 0.753 5.759 -0.0678 -0.0204 -0.2382
H 0.025 4.327 2.929 -0.0177 0.0150 0.0419
C -6.363 2.615 -4.427 -0.0495 -0.0035 -0.0984
H 4.997 3.132 -0.015 0.0693 0.0069 -0.0591
H 4.786 -0.626 0.665 0.0762 0.0259 -0.0512
C 1.245 3.588 1.336 0.1799 0.2798 0.0948
O 2.299 -0.454 1.756 0.2110 -0.1478 0.0796
C 1.153 5.902 1.994 -0.0280 0.0613 0.0232
C 3.030 -5.281 -3.066 0.0006 0.1643 0.1112
C 3.528 -0.607 4.046 -0.0612 0.1193 0.0577
C 0.411 -6.048 -3.140 -0.0711 0.1243 0.0989
H -3.940 0.327 0.637 0.0567 -0.0582 0.0361
N -1.035 -2.444 3.073 -0.1435 0.0608 -0.4235
N -0.918 1.091 1.006 -0.1857 0.3155 0.4121
H 3.586 0.736 7.642 0.0001 0.0143 0.0340
H 4.104 2.842 2.209 0.0800 -0.0032 -0.0501
H 6.188 1.247 1.659 0.0239 0.0504 0.0308
H -0.820 -5.691 0.125 0.0267 -0.0221 0.0801
H -1.456 -4.772 2.519 0.0733 -0.0406 0.0179
N -4.222 1.710 -3.667 -0.2683 0.1466 -0.1368
H -6.832 3.215 -5.213 0.0203 -0.0445 0.0430
H 0.052 -5.385 2.992 -0.1736 0.1307 0.0913
C 3.571 0.360 6.627 0.0946 -0.0464 0.1063
C -3.055 1.079 -3.958 0.3454 -0.1955 -0.0790
C -2.431 3.170 1.998 -0.1362 0.1136 -0.0265
C -4.183 3.831 -4.904 0.0143 0.0886 -0.0386
H -4.759 1.909 -5.647 0.0078 0.0421 0.0938
C -1.996 -3.776 -3.072 0.1980 0.0448 0.0904
C 1.357 -6.831 -3.775 0.0639 -0.0562 -0.0325
H 5.322 -0.858 6.893 0.0186 -0.0052 0.0381
C -2.150 2.072 2.782 0.0947 -0.0388 0.1042
Ba 0.181 -0.883 -0.476 1.9095 -1.4156 1.9767
H 2.351 7.273 0.842 -0.0021 0.0404 0.0309
C -4.480 0.922 -0.087 -0.1470 0.1201 0.0757
H -2.925 -3.330 -2.709 -0.1219 0.0568 0.0523
O -0.072 -0.273 -2.693 -0.3920 0.7453 -1.9978
H 3.698 -4.079 0.519 -0.0088 -0.0265 0.0816
C 5.218 0.976 2.092 0.0823 0.1051 0.0976
H 0.753 6.676 2.636 -0.0121 0.0241 0.0366
C 0.729 -4.867 -2.453 0.2909 0.1084 -0.0421
H -2.546 2.007 3.785 -0.0160 0.0229 -0.0096
C -4.876 2.489 -4.725 0.0961 -0.1383 -0.0306
C -4.030 0.959 -1.409 0.4819 -0.4596 -0.0140
C 4.524 -1.029 4.914 -0.0484 0.0852 0.0514
H 3.242 5.499 -0.642 0.0486 0.0036 -0.0798
C 4.925 -0.472 1.739 0.4438 0.2099 -0.2420
C -1.384 1.008 2.261 -0.2049 -0.0323 0.1687
C -0.937 -0.144 -3.607 -0.2741 0.0074 0.6173
H -3.136 3.687 -5.160 0.0762 -0.0323 -0.0233
H -3.043 3.972 2.396 0.0197 -0.0034 -0.0109
C -1.952 3.227 0.697 -0.0128 -0.1510 0.0087
C -2.809 0.161 -1.757 -0.4211 0.4326 -0.3408
H -4.217 4.421 -3.990 -0.0211 0.0319 0.0901
H -0.784 2.145 -0.739 0.1147 -0.0328 -0.1882
H -6.248 4.276 -3.062 -0.0186 -0.0150 0.0049
H -7.160 2.948 -0.394 -0.0486 0.0225 0.0074
C 4.312 2.294 0.132 0.3658 -0.0381 0.2021
F -6.050 1.650 1.526 0.0577 0.0215 -0.2388
C 4.119 -3.638 -0.387 -0.2122 -0.0044 0.0340
O -2.324 -0.587 -0.924 -0.4818 -0.1558 0.2376
H 1.064 -7.737 -4.295 -0.0260 -0.0518 -0.0289
H -1.623 -3.147 -3.882 0.0321 0.1030 -0.0786
C 4.549 -0.536 6.208 -0.0709 0.0381 -0.0129
```
Positions in Å, forces in eV/Å.

Properties
**LUMO**: 3.303 eV
**Total charge**: -2
**Gap between HOMO and LUMO**: 3.0 eV